P.
The following is a quantum chemistry calculation of a 2-piece molecular cluster, C12H17N overall, from OMol25.

Last column: Löwdin charge in e.
Geometry (Å):
C: -1.76 -2.08 -2.32  -0.055
C: -1.50 -0.63 -1.89  -0.230
C: -2.52 0.07 -1.34  -0.077
N: -2.01 1.31 -0.87  0.061
C: -0.64 1.34 -1.23  -0.194
C: 0.40 2.25 -1.14  -0.091
C: 1.69 2.04 -1.44  -0.099
C: 2.12 0.72 -1.83  -0.061
C: 1.13 -0.26 -2.07  -0.028
C: -0.19 0.08 -1.77  -0.117
H: -2.73 -2.07 -2.91  0.090
H: -1.77 -2.80 -1.50  0.059
H: -0.88 -2.42 -2.91  0.071
H: -3.56 -0.27 -1.18  0.131
H: -2.58 2.16 -0.98  0.150
H: 0.19 3.21 -0.82  0.087
H: 2.36 2.97 -1.44  0.130
H: 3.13 0.46 -1.81  0.070
H: 1.39 -1.28 -2.17  0.094
C: -0.39 -1.21 2.66  -0.137
C: 0.95 -0.50 2.38  -0.317
C: 1.61 0.37 3.47  -0.124
H: -1.18 -0.46 2.76  0.070
H: -0.40 -1.70 3.60  0.042
H: -0.67 -2.06 1.98  0.077
H: 1.65 -1.29 1.98  0.103
H: 0.87 0.13 1.41  0.104
H: 2.60 0.04 3.80  0.062
H: 1.67 1.36 3.11  0.035
H: 1.02 0.50 4.46  0.094

Summary:
Highest occupied orbital energy: -0.2976 Ha
LUMO: 0.9 eV
Structure (SMILES): Cc1c[nH]c2ccccc12.CCC
Kohn-Sham gap: 9.04 eV



Q.
The following is a quantum chemistry calculation of a 2-piece molecular cluster, C12H17N overall, from OMol25.

Last column: Löwdin charge in e.
Geometry (Å):
C: 2.56 -0.71 -1.86  -0.046
C: 1.09 -0.85 -1.59  -0.240
C: 0.33 -1.97 -1.73  -0.061
N: -1.00 -1.63 -1.63  0.072
C: -1.13 -0.27 -1.50  -0.220
C: -2.24 0.57 -1.50  -0.022
C: -2.01 1.92 -1.35  -0.104
C: -0.73 2.44 -1.16  -0.098
C: 0.37 1.61 -1.22  -0.036
C: 0.18 0.25 -1.41  -0.172
H: 2.72 0.08 -2.59  0.076
H: 2.96 -1.67 -2.17  0.076
H: 3.11 -0.37 -0.97  0.077
H: 0.62 -2.97 -2.00  0.123
H: -1.78 -2.26 -1.78  0.153
H: -3.23 0.15 -1.63  0.106
H: -2.85 2.60 -1.37  0.095
H: -0.64 3.50 -0.93  0.097
H: 1.36 2.04 -1.10  0.115
C: -0.34 -1.44 2.59  -0.127
C: 0.46 -0.20 2.24  -0.314
C: 0.11 0.99 3.12  -0.125
H: -0.25 -2.22 1.81  0.064
H: -1.42 -1.23 2.59  0.072
H: -0.03 -1.93 3.51  0.067
H: 1.53 -0.39 2.39  0.098
H: 0.38 0.03 1.18  0.077
H: -0.78 1.50 2.73  0.068
H: -0.24 0.70 4.11  0.067
H: 0.90 1.72 3.21  0.062

Summary:
Highest occupied orbital energy: -0.2901 Ha
LUMO: 0.9 eV
Structure (SMILES): Cc1c[nH]c2ccccc12.CCC
Kohn-Sham gap: 8.78 eV



Q: Which of them is the most stable? A: Q.